No. 1
A molecular structure, C32H50CdN9OSe. Source: the OMol25 dataset; level of theory: ωB97M-V with the def2-TZVPD basis set.

Last column: Mulliken charge in e.
Element x y z (Å)
Cd (0.675, 1.331, -0.402)  1.339
C (0.259, 4.509, -0.463)  -1.031
N (0.508, 3.556, 0.659)  0.998
C (1.763, 3.760, 1.388)  -1.478
C (-0.621, 3.408, 1.605)  -0.694
C (-0.713, 4.272, 2.684)  -0.392
C (-1.830, 4.202, 3.518)  -0.754
C (-2.721, 3.188, 3.328)  -1.251
C (-2.604, 2.341, 2.262)  -0.001
C (-1.581, 2.420, 1.260)  0.011
N (-1.386, 1.592, 0.152)  2.466
C (-2.533, 1.137, -0.458)  -2.089
C (-3.625, 1.989, -0.752)  0.102
C (-4.744, 1.685, -1.462)  -1.098
C (-4.825, 0.376, -1.921)  -0.685
C (-3.849, -0.556, -1.558)  -0.152
C (-2.716, -0.206, -0.824)  0.353
N (-1.706, -1.154, -0.466)  0.922
C (-1.617, -2.446, -1.262)  -1.448
C (-1.613, -1.416, 0.983)  -0.761
H (0.350, 5.562, -0.152)  0.270
H (1.143, 4.392, -1.156)  0.271
H (-0.668, 4.273, -1.053)  0.133
H (1.878, 3.098, 2.279)  0.349
H (2.591, 3.639, 0.768)  0.329
H (1.772, 4.842, 1.710)  0.390
H (0.037, 5.034, 2.864)  0.360
H (-1.978, 4.979, 4.265)  0.420
H (-3.488, 3.145, 4.109)  0.402
H (-3.396, 1.621, 2.120)  0.485
H (-3.554, 3.095, -0.536)  0.194
H (-5.488, 2.372, -1.595)  0.659
H (-5.802, 0.106, -2.470)  0.248
H (-4.023, -1.556, -1.887)  0.483
H (-2.409, -3.151, -1.039)  0.361
H (-1.513, -2.096, -2.316)  0.346
H (-0.630, -2.829, -1.019)  0.417
H (-2.366, -2.185, 1.211)  0.361
H (-0.619, -1.911, 1.210)  0.077
H (-1.799, -0.547, 1.543)  -0.003
N (1.310, -1.031, -0.789)  0.645
C (2.698, -1.176, -1.178)  -1.012
C (3.704, -1.115, -0.010)  -0.138
C (3.900, 0.321, 0.518)  -1.122
N (2.582, 0.879, 0.975)  0.151
H (1.097, -1.364, 0.148)  -0.020
H (0.676, -1.447, -1.494)  -0.095
H (2.955, -0.420, -1.869)  0.383
H (2.958, -2.129, -1.730)  0.369
H (4.629, -1.552, -0.364)  0.609
H (3.412, -1.805, 0.822)  -0.359
H (4.252, 0.983, -0.248)  0.415
H (4.574, 0.296, 1.320)  0.509
H (2.714, 1.476, 1.748)  0.257
H (2.161, 0.111, 1.504)  -0.299
C (0.840, -2.177, 5.527)  -1.312
N (1.220, -1.437, 4.398)  0.196
C (0.440, -0.196, 4.267)  -0.620
C (1.585, -2.110, 3.199)  0.229
O (1.508, -1.600, 2.104)  -0.433
N (2.010, -3.446, 3.307)  0.098
C (2.102, -4.156, 2.096)  -0.907
C (3.100, -3.776, 4.236)  -1.184
H (-0.127, -1.946, 5.933)  0.431
H (1.627, -2.176, 6.282)  0.331
H (0.661, -3.205, 5.270)  0.428
H (0.596, 0.435, 5.152)  0.445
H (-0.649, -0.476, 4.212)  0.360
H (0.793, 0.419, 3.383)  -0.245
H (3.077, -4.005, 1.573)  0.330
H (1.364, -3.937, 1.367)  0.150
H (1.942, -5.236, 2.285)  0.365
H (2.802, -4.712, 4.718)  0.344
H (3.316, -3.065, 5.043)  0.379
H (3.980, -3.838, 3.657)  0.393
C (-1.658, 1.777, -3.936)  -0.479
N (-0.632, 0.780, -4.222)  0.498
C (0.653, 0.754, -3.747)  -0.706
Se (1.558, 2.181, -2.870)  -0.329
N (1.320, -0.289, -4.214)  0.247
C (0.408, -1.072, -4.973)  0.386
C (0.502, -2.283, -5.674)  -0.641
C (-0.550, -2.681, -6.426)  -0.637
C (-1.715, -1.940, -6.496)  -0.635
C (-1.880, -0.788, -5.774)  -0.930
C (-0.801, -0.422, -4.977)  0.896
H (-2.615, 1.313, -3.999)  0.283
H (-1.582, 2.674, -4.598)  0.320
H (-1.506, 2.124, -2.953)  -0.254
H (2.280, -0.476, -4.027)  0.297
H (1.526, -2.830, -5.560)  0.273
H (-0.529, -3.600, -6.996)  0.418
H (-2.455, -2.338, -7.158)  0.434
H (-2.692, -0.144, -5.891)  0.581

Computed properties:
molar mass = 768.2 g mol⁻¹
charge = +1
multiplicity = 1
frontier orbital gap = 6.87 eV
energy = -119359.0273 eV
LUMO energy = -1.95 eV

---

No. 2
A molecular structure, C32H50CrN6Sb2. Source: the OMol25 dataset; level of theory: ωB97M-V with the def2-TZVPD basis set.

Last column: Löwdin spin population.
Element x y z (Å)
Cr (-0.046, 0.255, -0.282)  3.788
C (-0.117, -4.268, 0.546)  0.000
N (-1.387, -3.609, 0.260)  0.001
C (-2.508, -4.509, 0.015)  0.001
C (-1.419, -2.300, -0.077)  0.013
N (-0.403, -1.679, -0.690)  0.010
C (0.325, -2.437, -1.649)  0.004
C (-0.327, -3.320, -2.470)  0.006
C (0.391, -4.261, -3.234)  -0.001
C (1.748, -4.329, -3.126)  0.005
C (2.457, -3.373, -2.355)  -0.001
C (3.869, -3.435, -2.256)  0.005
C (4.549, -2.494, -1.543)  -0.001
C (3.858, -1.393, -1.000)  0.006
C (2.495, -1.261, -1.129)  0.002
N (1.911, 0.008, -0.813)  0.021
C (2.676, 1.047, -1.223)  0.015
N (2.907, 2.069, -0.376)  0.009
C (3.298, 3.404, -0.810)  0.001
C (2.883, 1.881, 1.064)  0.004
N (3.196, 1.110, -2.465)  0.001
C (2.620, 0.321, -3.548)  0.001
C (4.570, 1.544, -2.714)  0.001
C (1.746, -2.340, -1.692)  0.001
N (-2.517, -1.585, 0.260)  0.009
C (-2.734, -0.244, -0.238)  0.016
C (-3.499, -2.026, 1.247)  0.001
H (0.247, -4.837, -0.312)  0.000
H (-0.272, -4.951, 1.382)  0.000
H (0.629, -3.530, 0.827)  0.000
H (-2.175, -5.295, -0.666)  0.000
H (-3.327, -3.977, -0.460)  0.000
H (-2.863, -4.974, 0.935)  0.000
H (-1.411, -3.341, -2.485)  0.000
H (-0.146, -4.956, -3.865)  0.000
H (2.307, -5.096, -3.645)  0.000
H (4.390, -4.249, -2.742)  0.000
H (5.622, -2.560, -1.428)  0.000
H (4.422, -0.600, -0.521)  0.001
H (3.017, 3.559, -1.848)  0.000
H (4.370, 3.569, -0.699)  0.000
H (2.783, 4.134, -0.187)  0.000
H (2.754, 0.826, 1.284)  0.001
H (2.063, 2.449, 1.515)  0.002
H (3.820, 2.238, 1.496)  0.000
H (1.563, 0.148, -3.365)  0.002
H (3.126, -0.641, -3.652)  0.000
H (2.735, 0.882, -4.475)  0.000
H (5.071, 1.778, -1.779)  0.000
H (4.609, 2.410, -3.374)  0.000
H (5.106, 0.718, -3.184)  0.000
H (-2.018, -0.003, -1.040)  0.009
H (-2.693, 0.492, 0.573)  0.004
H (-3.709, -0.140, -0.721)  0.001
H (-3.069, -2.795, 1.882)  0.000
H (-4.398, -2.415, 0.767)  0.000
H (-3.781, -1.170, 1.860)  0.000
C (1.565, 0.299, 3.951)  0.003
Sb (-0.179, 0.272, 2.725)  0.025
C (-1.167, -1.265, 3.814)  0.006
C (-1.223, 1.977, 3.507)  0.006
C (-2.561, 2.096, 2.838)  0.001
C (-3.606, 1.305, 3.323)  0.000
C (-4.865, 1.325, 2.748)  0.000
C (-5.110, 2.160, 1.668)  0.000
C (-4.091, 2.964, 1.187)  0.000
C (-2.810, 2.947, 1.746)  0.000
C (-1.772, 3.859, 1.154)  0.003
Sb (-0.814, 2.985, -0.559)  0.016
C (0.172, 4.694, -1.341)  0.003
C (-2.477, 2.949, -1.886)  -0.002
H (1.323, 0.817, 4.877)  0.000
H (2.415, 0.786, 3.484)  0.000
H (1.830, -0.731, 4.184)  0.000
H (-1.088, -1.047, 4.879)  0.001
H (-0.667, -2.212, 3.612)  0.000
H (-2.216, -1.348, 3.545)  0.000
H (-0.591, 2.851, 3.365)  0.000
H (-1.332, 1.828, 4.581)  0.001
H (-3.430, 0.683, 4.194)  0.000
H (-5.660, 0.717, 3.160)  0.000
H (-6.095, 2.211, 1.226)  0.000
H (-4.300, 3.653, 0.377)  0.000
H (-1.003, 4.156, 1.863)  0.000
H (-2.238, 4.774, 0.784)  0.000
H (-0.601, 5.394, -1.657)  0.000
H (0.791, 4.437, -2.196)  0.000
H (0.780, 5.168, -0.575)  0.000
H (-2.856, 3.962, -2.016)  0.000
H (-3.270, 2.324, -1.481)  0.000
H (-2.167, 2.559, -2.854)  0.000

Computed properties:
⟨S²⟩ = 6.021
molar mass = 814.3 g mol⁻¹
charge = +2
multiplicity = 5
frontier orbital gap (alpha / beta) = 7.05 / 7.35 eV
energy = -84419.7062 eV
LUMO energy (alpha / beta) = -5.29 / -5.14 eV

---

- Number 1 is which compound?
  C32H50CdN9OSe